Molecular formula: C58H88O44Rb
Method: DFT, ωB97M-V/def2-TZVPD

XYZ file:
```
191
Properties=species:S:1:pos:R:3
Rb -0.3753 0.8793 3.3205
O -1.2699 -1.1099 1.1605
C -0.5950 -0.9547 -0.1019
C 0.7563 -0.0770 -0.2395
O 0.9705 1.1833 0.4083
H -1.3048 -0.6131 -0.8553
H -0.3175 -1.9373 -0.4837
H 0.9207 0.0407 -1.3106
H 1.5653 -0.7292 0.0894
C 5.8736 4.2365 5.4359
C 5.0784 3.2976 6.3035
C 3.7974 3.8929 7.0281
O 2.6685 3.3316 6.4208
C 3.1230 2.4100 5.5513
O 2.4106 1.6932 4.8433
O 4.4794 2.3228 5.4372
H 5.2781 5.0294 4.9834
H 6.5494 3.8350 4.6808
H 6.6602 4.7272 6.0092
H 5.6499 2.8451 7.1139
H 3.8212 4.9785 6.9331
H 3.8942 3.7927 8.1091
C -1.0379 -4.7118 -4.1949
C -1.5498 -4.3750 -5.5927
C -0.6162 -4.4628 -6.7444
O -1.4636 -4.9724 -7.7587
C -2.4921 -5.6085 -7.2250
O -3.2247 -6.4340 -7.7699
O -2.5455 -5.2934 -5.9226
H -1.8224 -4.5071 -3.4665
H -0.1565 -4.1411 -3.9022
H -0.6791 -5.7334 -4.0698
H -1.9707 -3.3695 -5.5925
H 0.2316 -5.1264 -6.5741
H -0.2315 -3.4620 -6.9406
C -4.3524 -2.6848 4.5281
C -3.5199 -2.9864 5.7707
C -2.4709 -4.0950 5.5095
O -1.2864 -3.3847 5.1951
C -1.4719 -2.0906 5.6228
O -0.5759 -1.2582 5.6876
O -2.6868 -1.8406 6.0331
H -4.8151 -1.6982 4.5520
H -5.2184 -3.3366 4.4126
H -3.7559 -2.7804 3.6208
H -4.1260 -3.1124 6.6678
H -2.8962 -4.7131 4.7187
H -2.4553 -4.6657 6.4380
C -6.5251 -1.6370 2.0777
C -5.4868 -0.5270 1.7425
C -4.9285 -0.5818 0.3497
O -4.9650 0.6948 -0.0970
C -5.5885 1.4832 0.7695
O -5.8590 2.6940 0.6601
O -6.0983 0.7088 1.7035
H -7.1176 -1.4698 2.9772
H -5.9817 -2.5610 2.2753
H -7.1730 -1.8962 1.2404
H -4.6773 -0.5541 2.4719
H -5.5838 -1.1850 -0.2786
H -3.9170 -0.9874 0.3702
C -2.1904 7.4646 3.5303
C -2.6660 6.2759 4.4419
C -4.2107 5.9091 4.3250
O -4.1641 4.5261 3.9917
C -2.8759 4.1946 3.6613
O -2.5037 3.0600 3.3992
O -2.1096 5.2114 3.7702
H -2.6237 7.3317 2.5390
H -1.1281 7.6287 3.3496
H -2.5087 8.4281 3.9282
H -2.3059 6.3302 5.4692
H -4.6840 6.5236 3.5591
H -4.7478 6.0176 5.2672
C -1.7763 -0.4348 -3.7033
C -3.0506 -0.8782 -3.0489
C -4.3514 -0.2145 -3.5754
O -5.1564 -1.3053 -3.7542
C -4.4273 -2.4704 -3.6727
O -4.8500 -3.5949 -3.9464
O -3.1993 -2.2319 -3.3326
H -1.2393 0.4739 -3.4312
H -1.9233 -0.3957 -4.7826
H -1.0037 -1.1577 -3.4415
H -3.0456 -0.7195 -1.9705
H -4.2299 0.1963 -4.5776
H -4.6307 0.6192 -2.9312
C -2.6213 2.6412 -0.0879
C -1.3470 3.4411 -0.5961
C -0.7211 3.0006 -1.9060
O -0.6570 4.2012 -2.6739
C -1.2594 5.2518 -2.0627
O -1.3841 6.3826 -2.4516
O -1.6775 4.8238 -0.8377
H -2.3872 1.5800 -0.1730
H -3.5152 2.9108 -0.6502
H -2.8817 2.7919 0.9598
H -0.5177 3.4077 0.1105
H -1.3694 2.3138 -2.4501
H 0.2464 2.5167 -1.7721
C 1.1671 1.3284 -8.9119
C 0.6636 0.0586 -8.2058
C 1.4542 -1.2103 -8.4772
O 1.5672 -1.9104 -7.2500
C 1.2817 -1.0289 -6.2799
O 1.1349 -1.2992 -5.1074
O 0.9845 0.1991 -6.8199
H 2.2486 1.4112 -8.8045
H 0.6123 2.2437 -8.7059
H 0.9418 1.2078 -9.9716
H -0.4187 -0.0650 -8.2418
H 2.4523 -0.9856 -8.8534
H 0.9160 -1.8345 -9.1906
C 2.8979 -2.9569 3.3258
C 1.6396 -3.6141 3.8568
C 0.4993 -3.9534 2.9120
O 0.1061 -5.2315 3.3105
C 0.9429 -5.7562 4.2226
O 0.8117 -6.9420 4.6372
O 1.8385 -4.8575 4.5622
H 3.5184 -3.7326 2.8771
H 3.3347 -2.5553 4.2402
H 2.6192 -2.1546 2.6426
H 1.2714 -2.8426 4.5330
H 0.6646 -3.7795 1.8488
H -0.3326 -3.2904 3.1497
C 2.8071 -3.3408 -0.7444
C 2.6091 -2.7526 -2.1984
C 3.9106 -2.3342 -2.9358
O 3.7893 -3.0476 -4.1149
C 2.8740 -3.9485 -4.0889
O 2.7649 -4.8441 -4.9400
O 2.1650 -3.8541 -2.9509
H 2.0299 -4.0793 -0.5477
H 2.7772 -2.6388 0.0890
H 3.7223 -3.9315 -0.7033
H 1.8590 -1.9632 -2.2457
H 4.7451 -2.6656 -2.3179
H 3.8991 -1.2739 -3.1881
C -0.9450 -5.4593 -0.4284
C -1.9130 -4.6659 0.3764
C -3.0831 -4.0857 -0.3895
O -4.1660 -4.5935 0.3574
C -3.8135 -5.3319 1.3763
O -4.6190 -5.8650 2.0833
O -2.4778 -5.4847 1.4119
H -0.3092 -6.0818 0.2012
H -0.2503 -4.8116 -0.9632
H -1.4460 -6.1277 -1.1287
H -1.4547 -3.7845 0.8248
H -3.0450 -4.3379 -1.4492
H -3.0972 -2.9961 -0.4163
C 5.8006 2.0033 1.7002
C 5.2269 0.7423 2.2623
C 4.3174 0.0314 1.3256
O 4.9019 -1.2399 1.1745
C 5.9856 -1.3823 1.9311
O 6.5800 -2.4018 2.1212
O 6.2100 -0.1953 2.5354
H 6.3125 1.8107 0.7574
H 6.4427 2.3895 2.4919
H 5.1073 2.8383 1.5997
H 4.6515 0.8147 3.1852
H 4.3325 0.5466 0.3652
H 3.2864 0.0468 1.6788
C 2.4203 4.4748 2.6317
C 1.4891 4.7987 1.4607
C 0.2507 5.5802 1.7114
O 0.3298 6.6414 0.8264
C 1.5925 6.6688 0.2447
O 1.9048 7.4700 -0.6417
O 2.2710 5.6976 0.6427
H 3.2897 3.9512 2.2341
H 2.0021 3.9061 3.4622
H 2.6981 5.4053 3.1270
H 1.2764 3.8587 0.9514
H 0.2234 6.0745 2.6825
H -0.5845 4.9008 1.5409
C 1.9824 2.1991 -3.9230
C 2.6620 2.9738 -2.8358
C 3.3166 2.1000 -1.7189
O 4.6059 2.6429 -1.6453
C 4.8667 3.4788 -2.6396
O 5.9126 4.0875 -2.8040
O 3.8043 3.5439 -3.3819
H 2.6659 1.6374 -4.5598
H 1.4865 2.9088 -4.5851
H 1.2300 1.4683 -3.6265
H 1.9997 3.6294 -2.2705
H 3.3643 1.0737 -2.0830
H 2.7864 2.2108 -0.7730
```

The energy is -152319.6482 eV. As for the largest force on an atom: 0.1279 hartree/bohr. The spin multiplicity is 1. The charge is -1.